170
Properties=species:S:1:pos:R:3 method="wB97M-V/def2-TZVPD" total_charge=+1 energy_ev=-366044.079 s2=0.75 spin_multiplicity=2 lumo_energy_ha="-0.0999 / -0.2802" orbital_gap_ev="6.56 / 1.65"
O -0.380 -1.986 4.101
H -1.188 2.993 2.156
H 0.385 1.403 3.320
H -4.263 -2.439 3.175
O -3.429 -2.937 9.460
H -3.500 1.385 -1.835
N -6.934 -0.657 3.617
H 1.566 -8.030 -2.847
H 2.963 6.731 -0.191
H -0.198 -5.748 3.045
O -8.957 -0.119 6.529
C 1.310 -6.940 -1.051
C -5.582 -1.043 3.876
O -4.063 -0.662 2.122
H -1.065 2.775 -8.009
H -5.424 -1.668 4.754
Br 3.626 -0.610 0.776
N 0.480 2.832 1.003
H 3.225 5.752 -3.987
H -0.294 -2.127 6.774
C -2.196 1.694 -4.011
H 2.655 -1.742 -4.603
Br 6.070 0.657 -1.177
H -8.773 -1.650 5.323
Br 2.667 -3.740 -7.088
H 1.401 -6.320 -3.074
O 6.200 4.040 -8.402
H -0.497 2.336 4.258
H -0.009 4.280 2.470
H 0.083 -2.436 2.025
O -1.468 2.112 -6.219
H -4.073 -1.959 6.874
H 4.402 6.145 -6.617
H -5.341 -2.933 8.372
N 2.733 -6.554 -0.925
H 0.320 0.607 -2.891
O -2.323 4.593 -1.501
H -0.840 -0.089 4.708
O 0.755 -3.325 -1.452
C 3.428 -2.154 -6.382
C -3.342 3.550 -1.713
H 2.086 4.881 2.169
C -0.251 -0.937 5.058
H -3.618 5.979 -0.910
H -3.318 6.144 -2.616
O 4.042 3.858 -4.441
O 1.145 -1.267 -2.372
N -2.234 -1.669 6.102
H 1.127 -7.957 -0.703
H 2.083 5.823 -6.088
H 2.857 -5.711 -1.468
H 2.078 4.396 -3.800
C 5.099 -1.813 0.006
H 4.792 -1.379 -2.101
C 1.913 6.797 0.095
C 2.328 4.798 -5.810
H -8.816 -0.760 8.429
H -1.381 0.245 -5.288
H -7.383 -1.386 6.424
H 0.757 -0.527 5.122
H 2.312 3.038 -0.097
H 3.634 3.430 -6.464
N -1.626 2.058 -2.763
H 5.897 3.833 -6.270
C -8.055 -0.922 5.703
C 0.260 -1.699 2.808
H 4.240 5.635 -8.230
H -1.059 -8.917 -1.191
C -3.055 -1.228 1.231
C 0.471 -5.366 2.274
H 4.716 4.436 -2.654
C 4.529 3.478 -3.138
H 3.850 2.892 -2.518
H -2.313 -1.858 1.721
H -5.309 -3.161 10.169
H -10.511 -0.274 7.857
H 3.367 -4.842 1.877
H -0.200 -0.829 2.338
C 5.800 4.523 -7.108
H 6.361 -2.012 -1.647
H -2.210 -2.473 5.493
H 5.514 3.013 -3.158
C 0.721 -2.068 -1.416
H -0.386 0.743 -0.575
H 2.623 2.554 1.395
H -5.506 -2.075 1.938
H 4.318 -2.433 -5.818
C 2.934 4.771 -4.362
C -7.548 0.066 4.696
H 4.441 -6.013 0.216
C 0.950 0.149 -2.129
H 1.291 0.541 -0.074
C -0.126 3.218 2.256
C 7.451 3.381 -8.337
H 1.691 7.402 0.973
H 2.283 -4.771 0.562
Br 3.470 0.482 -5.370
H -3.128 -0.902 7.684
H -4.021 3.577 -0.861
C -0.629 2.060 -7.311
H -2.655 0.727 -3.801
H -6.785 0.739 5.087
H 3.857 -1.664 -7.256
H 3.087 2.980 5.305
H 4.792 -2.854 -0.091
H -2.350 2.078 -0.687
H -0.710 1.098 -7.817
H 7.810 3.158 -9.342
C -0.845 -1.268 6.392
C 0.494 0.109 -0.680
C 2.488 2.362 4.637
H -0.058 3.182 0.224
C -9.556 -0.747 7.629
H 2.991 2.131 3.698
H -2.306 -0.463 1.027
H 1.860 0.707 -2.352
C -2.839 5.899 -1.668
O -0.464 -7.577 -2.780
H 8.272 3.940 -7.890
C -0.694 -8.807 -2.212
C 2.125 4.656 1.103
C -4.805 -1.649 2.656
H -0.690 -0.458 7.105
H -1.672 -3.004 8.548
H 1.513 -1.205 -5.810
C -4.792 -3.332 9.225
H 1.461 4.137 -5.793
H -5.015 -0.137 4.087
H 1.412 7.285 -0.741
C -2.716 -3.041 8.234
O 0.063 -1.279 -0.537
H -1.435 -9.219 -2.898
H 5.907 -1.813 0.738
C 4.392 5.241 -7.225
H 0.091 -9.538 -2.404
H -1.554 3.065 -2.738
H 3.663 -7.301 0.907
C 2.670 -5.461 1.313
C 0.973 -7.169 -2.542
H -7.483 -1.376 3.167
H -0.179 1.514 -4.940
N 3.308 4.314 -6.826
C 5.590 -1.295 -1.364
C -2.748 2.162 -1.698
H -4.750 -4.324 8.775
H 2.093 1.514 5.196
H -2.124 6.710 -1.535
H 3.201 4.812 1.025
H 0.383 2.359 -7.037
C -1.235 1.311 -5.116
H -0.049 -5.583 1.341
C 3.427 -6.371 0.391
C 1.920 3.226 0.903
C -3.057 -1.906 7.266
H -2.932 2.433 -4.328
O 1.398 5.455 0.231
O 1.385 3.211 4.175
C 0.302 2.470 3.528
O 1.757 -6.118 2.238
H -8.415 0.645 4.379
H -3.902 3.492 -2.647
H -2.614 -4.054 7.846
H 7.288 2.424 -7.841
H 0.729 -4.341 2.542
H -3.300 -1.547 0.218
H -9.799 -1.795 7.453
H 6.494 5.262 -6.709
H 1.316 -1.490 2.640
H 0.557 -6.295 -0.597
C 2.578 -1.296 -5.595